[1]
The following is a DFT calculation (ωB97M-V/def2-TZVPD) of a cluster of 3 separate species, C18H25F5N2O3 in total.

Output
DFT total energy = -1535.44400 hartree
Structure (SMILES) = CC(C)COC(=O)OCCCC(F)(F)C(F)(F)F.c1cc[nH]c1.c1cc[nH]c1

Each line ends with the natural charge from an NBO analysis.
Geometry (Å):
C 0.7672 0.7400 0.2879  -0.602
C 0.7512 2.1611 0.8586  -0.249
C -0.2375 2.2238 2.0054  -0.601
C 0.4411 3.1338 -0.2846  -0.056
O -0.9594 3.3624 -0.5349  -0.546
C -1.4548 4.5252 -0.0393  0.997
O -1.1753 5.6295 -0.4891  -0.567
O -2.3236 4.3365 0.9868  -0.537
C -3.6964 4.4799 0.5902  -0.059
C -4.1933 3.3334 -0.2600  -0.443
C -4.5584 2.1015 0.5606  -0.465
C -5.0472 0.9631 -0.2866  0.617
F -5.4092 -0.0617 0.5231  -0.320
F -6.1217 1.3199 -1.0116  -0.316
C -3.9952 0.3690 -1.2522  0.917
F -3.8330 1.1360 -2.3390  -0.309
F -4.4107 -0.8450 -1.6722  -0.309
F -2.8211 0.2162 -0.6298  -0.312
H 0.9258 0.0039 1.0616  0.216
H 1.5693 0.6735 -0.4402  0.199
H -0.1700 0.5828 -0.2323  0.206
H 1.7271 2.4379 1.2384  0.206
H -0.1716 3.1794 2.5156  0.210
H -1.2579 2.0860 1.6817  0.210
H -0.0149 1.4597 2.7387  0.211
H 0.8207 2.6933 -1.1952  0.186
H 0.9412 4.0857 -0.1519  0.196
H -3.7872 5.3979 0.0201  0.198
H -4.2643 4.5770 1.5011  0.196
H -3.4256 3.0565 -0.9749  0.228
H -5.0422 3.6699 -0.8395  0.228
H -3.7047 1.7994 1.1508  0.239
H -5.3472 2.3368 1.2646  0.231
N 1.6118 -1.6574 -2.4549  -0.502
C 0.6849 -2.5346 -1.9632  -0.073
C 1.3437 -3.6757 -1.5922  -0.306
C 2.7244 -3.4732 -1.8679  -0.332
C 2.8570 -2.2183 -2.3983  -0.070
H 1.4079 -0.7399 -2.8031  0.413
H -0.3584 -2.2734 -1.9202  0.215
H 0.8879 -4.5564 -1.1710  0.223
H 3.5272 -4.1714 -1.7035  0.221
H 3.7253 -1.6801 -2.7369  0.213
N 4.1522 -4.6733 0.9101  -0.510
C 4.2068 -5.3443 2.1000  -0.076
C 5.5237 -5.5869 2.3878  -0.311
C 6.2946 -5.0359 1.3294  -0.296
C 5.4195 -4.4780 0.4355  -0.083
H 3.3108 -4.3673 0.4554  0.421
H 3.3079 -5.5911 2.6379  0.208
H 5.8935 -6.1003 3.2591  0.220
H 7.3674 -5.0468 1.2361  0.218
H 5.5908 -3.9601 -0.4922  0.208



[2]
The following is a DFT calculation (ωB97M-V/def2-TZVPD) of a cluster of 3 separate species, H4OP2 in total.

Output
Relative energy (zero: lowest compared OMol25 entry of this formula, charge and spin) = 61.82 kcal/mol
DFT total energy = -760.20302 hartree

Each line ends with the natural charge from an NBO analysis.
Geometry (Å):
O -0.0454 -0.7959 1.7321  -0.971
P -0.3508 0.4694 -0.8229  -0.117
P -1.1189 0.1422 1.2570  1.082
H 0.4444 1.5835 -0.5856  0.021
H -1.4254 1.3697 -0.9993  -0.026
H 1.0190 -1.7268 0.1223  0.064
H 1.4771 -1.0421 -0.7035  -0.053



[3]
The following is a DFT calculation (ωB97M-V/def2-TZVPD) of a structure of composition C28H47Br4N3O3.

Output
DFT total energy = -11780.70184 hartree
2S+1 = 2
Net charge = +1

Each line ends with the Löwdin spin population.
Geometry (Å):
C -5.0743 -0.2704 -0.1997  0.000
C -4.0642 -1.2635 -0.8554  0.000
C -4.9094 -2.4842 -1.3093  0.000
O -6.2153 -2.2633 -0.6529  0.000
C -6.3449 -1.1299 0.2003  0.000
H -5.5419 0.3828 -0.9365  0.000
H -4.7529 0.4170 0.5827  0.000
H -3.2393 -1.4691 -0.1732  0.000
H -3.5455 -0.7696 -1.6770  0.000
H -4.3904 -3.4080 -1.0539  0.000
H -5.0341 -2.2956 -2.3756  0.000
H -6.2489 -1.3881 1.2549  0.000
H -7.2080 -0.4841 0.0388  0.000
C 2.0426 -0.1890 5.1030  0.000
C 2.7505 1.1236 4.9033  0.000
C 2.0992 1.8613 3.7218  0.000
O 1.6393 0.7806 2.9583  0.000
C 1.7268 -0.5171 3.6546  0.000
H 1.0750 -0.1389 5.6024  0.000
H 2.6298 -0.9454 5.6238  0.000
H 3.8338 1.1342 4.7837  0.000
H 2.7482 1.7383 5.8034  0.000
H 2.9073 2.4635 3.3068  0.000
H 1.2463 2.4068 4.1256  0.000
H 2.4993 -1.0867 3.1379  0.000
H 0.6989 -0.8780 3.6200  0.000
C -1.6270 -5.2063 1.6614  0.000
C -2.1823 -3.8639 1.1731  0.000
C -1.0471 -2.8389 1.4427  0.000
O -0.2195 -3.4623 2.3560  0.000
C -0.2156 -4.8579 2.0417  0.000
H -1.6436 -6.0501 0.9717  0.000
H -2.0416 -5.6816 2.5504  0.000
H -2.9956 -3.4978 1.7997  0.000
H -2.5132 -3.7315 0.1431  0.000
H -1.5345 -1.9628 1.8706  0.000
H -0.5156 -2.6344 0.5132  0.000
H 0.0989 -5.3397 2.9675  0.000
H 0.5273 -5.0648 1.2714  0.000
Br -0.8970 5.1149 -3.8807  0.044
C 0.2834 4.4053 -2.4700  0.001
C 1.6729 4.2359 -2.9897  0.001
Br 1.5278 3.1372 -4.6650  0.006
H 0.0029 3.4751 -1.9758  0.000
H 0.2780 5.1106 -1.6389  0.000
H 2.2763 3.7173 -2.2446  0.000
H 2.2033 5.1661 -3.1938  0.000
Br 4.9136 3.1911 -2.3749  0.000
C 6.1781 1.6656 -2.3802  0.000
C 5.4742 0.3096 -2.3351  0.000
Br 4.4399 -0.0182 -3.9876  0.000
H 6.7972 1.6743 -1.4831  0.000
H 6.7517 1.7419 -3.3039  0.000
H 4.7154 0.1991 -1.5605  0.000
H 6.2496 -0.4476 -2.2184  0.000
N -3.9287 3.8102 -2.1822  0.039
C -3.8514 5.1537 -1.9906  0.298
C -3.0655 5.3746 -0.8618  0.192
C -2.7995 4.0909 -0.3125  0.055
C -3.2637 3.1506 -1.1348  0.271
H -4.2863 3.4016 -3.0338  -0.001
H -4.3637 5.7998 -2.6881  0.008
H -2.9080 6.3285 -0.3806  0.005
H -2.1803 3.9800 0.5654  -0.002
H -3.3169 2.0736 -1.0738  0.008
N 2.6352 -2.2356 0.1748  0.000
C 2.8623 -2.2951 -1.1730  0.000
C 3.3506 -3.6197 -1.5381  0.000
C 3.6129 -4.2649 -0.3077  0.000
C 3.1136 -3.4100 0.6929  0.000
H 2.3184 -1.4868 0.7741  0.000
H 2.5579 -1.4817 -1.8149  0.000
H 3.6253 -4.0249 -2.5008  0.000
H 4.0804 -5.2246 -0.1442  0.000
H 3.1202 -3.5791 1.7596  0.000
N 0.8850 1.1913 -0.0375  0.004
C -0.4201 0.7527 -0.1660  0.031
C -0.5707 0.4594 -1.5390  0.016
C 0.6229 0.7812 -2.2221  0.000
C 1.5208 1.2078 -1.2418  0.023
H 1.3591 1.4184 0.8250  0.000
H -0.9511 0.6585 0.7697  0.001
H -1.4618 0.0156 -1.9577  0.000
H 0.8429 0.7178 -3.2775  0.000
H 2.5748 1.4431 -1.2312  0.001



[4]
The following is a DFT calculation (ωB97M-V/def2-TZVPD) of a cluster of 6 separate species, C15H43N11O7Si in total.

Output
DFT total energy = -2016.00576 hartree
Structure (SMILES) = CCN(CC[SiH2]CCCOC)C(C)=O.NC(N)=O.NC(N)=O.NC(N)=O.NC(N)=O.NC(N)=O

Each line ends with the Löwdin charge.
Geometry (Å):
C -2.6729 0.3617 -0.3707  -0.059
C -1.8178 -0.1470 -1.5554  -0.204
N -0.5617 -0.7515 -1.0958  -0.090
C -0.7707 -2.0030 -0.3890  -0.223
C 0.1441 -2.1997 0.8433  -0.261
Si 0.7654 -0.6095 1.6660  0.727
C 2.5325 -0.8494 2.3422  -0.286
C 3.5807 -0.0030 1.6160  -0.242
C 3.2121 1.4683 1.4830  -0.266
O 4.3714 2.2916 1.3792  -0.196
C 5.0821 2.1084 0.1748  -0.113
C 0.4505 -0.8122 -2.0089  -0.537
C 0.5374 0.1812 -3.1284  0.004
O 1.3296 -1.6238 -1.8948  0.061
H -2.0415 0.3747 0.5112  0.055
H -3.5097 -0.2842 -0.1563  0.049
H -2.9598 1.3893 -0.5303  0.064
H -1.6798 0.7077 -2.1991  0.096
H -2.3775 -0.8989 -2.1016  0.102
H -0.6591 -2.8543 -1.0459  0.122
H -1.7812 -2.0593 -0.0253  0.094
H -0.4515 -2.7155 1.5870  0.061
H 0.9968 -2.8221 0.6004  0.062
H 0.8010 0.5599 0.7753  -0.012
H -0.1462 -0.2395 2.7700  -0.051
H 2.5279 -0.6187 3.3975  0.067
H 2.7608 -1.8939 2.1702  0.064
H 3.7491 -0.3841 0.6163  0.083
H 4.5072 -0.0518 2.1732  0.120
H 2.6817 1.8221 2.3573  0.101
H 2.5772 1.6581 0.6263  0.088
H 6.0104 1.5766 0.3680  0.085
H 4.5148 1.5257 -0.5421  0.077
H 5.3013 3.0742 -0.2688  0.082
H -0.3682 0.2511 -3.7081  0.068
H 0.7352 1.1582 -2.6970  0.092
H 1.3711 -0.0554 -3.7646  0.079
C 3.1646 3.2207 5.6890  -0.690
O 4.1719 2.6553 6.0735  0.020
N 2.9513 3.5479 4.3824  0.163
N 2.1527 3.5751 6.5420  0.143
H 2.1243 4.0113 4.0523  0.091
H 3.6706 3.3036 3.7230  0.087
H 2.2719 3.3501 7.5117  0.096
H 1.3132 4.0353 6.2445  0.087
C -4.9426 -2.9563 -1.8187  -0.661
O -4.0230 -2.3842 -1.2488  0.010
N -4.9882 -4.3186 -1.9301  0.150
N -5.9804 -2.2902 -2.3838  0.160
H -5.7275 -4.8123 -2.3922  0.092
H -4.2330 -4.8382 -1.5229  0.101
H -5.9733 -1.2892 -2.3283  0.095
H -6.7378 -2.7378 -2.8629  0.088
C -1.8116 2.6545 3.4912  -0.690
O -0.7199 3.1857 3.3782  0.009
N -1.9618 1.3643 3.9082  0.147
N -2.9770 3.3139 3.2084  0.146
H -2.8493 0.9104 4.0109  0.095
H -1.1249 0.8529 4.1197  0.061
H -2.9014 4.2646 2.8982  0.100
H -3.8849 2.8982 3.2930  0.089
C -6.6195 -0.4894 -5.8166  -0.674
O -6.8782 -0.9311 -4.7105  0.015
N -7.3410 -0.8252 -6.9262  0.150
N -5.5863 0.3756 -6.0337  0.153
H -7.1446 -0.4743 -7.8441  0.093
H -8.1081 -1.4591 -6.7998  0.103
H -5.0354 0.6407 -5.2382  0.104
H -5.3551 0.7508 -6.9338  0.094
C 6.4883 -2.2201 -0.2574  -0.692
O 6.3655 -2.8053 0.8007  0.027
N 5.4311 -1.9614 -1.0838  0.154
N 7.6992 -1.7682 -0.7131  0.143
H 5.5115 -1.4812 -1.9595  0.092
H 4.5263 -2.2779 -0.7838  0.097
H 8.4990 -1.9393 -0.1324  0.100
H 7.8210 -1.2837 -1.5815  0.086



Number 1: maximum force 0.050 hartree/bohr. Number 2: maximum force 0.097 hartree/bohr. Number 3: maximum force 0.088 hartree/bohr. Number 4: maximum force 0.039 hartree/bohr.